DFT (wB97M-V/def2-TZVPD) results for a 2-piece molecular cluster, O2 overall in a non-equilibrium geometry.

Its calculated total energy is -4068.7977 eV. As for the HOMO energy (spin up / spin down): -24.0 / -22.6 eV. Its expectation value of S² is 0.75.

```
! wB97M-V def2-TZVPD RIJCOSX def2/J DEFGRID3
* xyz 1 2
O 0.000 0.000 0.996
O 0.000 0.000 -0.996
*
```